(1)
2 unconnected molecules or ions with the total composition C4H11NO, computed with the ωB97M-V functional and the def2-TZVPD basis.

Last column: Löwdin charge in e.
Positions of all 17 atoms, in Å:
1 C 0.108 2.489 0.537  -0.025
2 C -0.991 1.552 0.442  -0.619
3 N -1.035 0.455 1.262  0.158
4 O -1.689 1.670 -0.551  0.032
5 H 0.683 2.424 1.476  0.086
6 H -0.235 3.459 0.651  0.062
7 H 0.756 2.380 -0.321  0.098
8 H -1.673 -0.284 1.068  0.096
9 H -0.310 0.356 2.001  0.121
10 C -0.043 -1.906 -1.262  -0.164
11 C 1.126 -1.799 -0.341  -0.171
12 H 0.269 -1.771 -2.238  0.048
13 H -0.587 -2.753 -1.209  0.034
14 H -0.602 -0.983 -1.149  0.053
15 H 0.923 -1.846 0.740  0.057
16 H 1.554 -0.801 -0.443  0.064
17 H 1.745 -2.642 -0.663  0.068

Computed properties:
2S+1: 1
SMILES: CC(N)=O.CC
M in Da: 89.138
Kohn-Sham gap in Ha: 0.3874



(2)
2 unconnected molecules or ions with the total composition C4H11NO, computed with the ωB97M-V functional and the def2-TZVPD basis.

Last column: Löwdin charge in e.
Positions of all 17 atoms, in Å:
1 C 0.716 -0.696 1.577  -0.178
2 C -0.432 0.060 0.943  -0.176
3 C 0.011 0.365 -0.514  -0.245
4 N 1.446 0.392 -0.384  -0.091
5 C 1.948 -0.507 0.645  -0.218
6 H 0.998 -0.257 2.535  0.098
7 H 0.570 -1.761 1.751  0.099
8 H -0.515 1.082 1.324  0.106
9 H -1.415 -0.367 1.111  0.101
10 H -0.407 1.291 -0.897  0.095
11 H -0.332 -0.430 -1.198  0.095
12 H 2.019 0.451 -1.197  0.096
13 H 2.756 -0.054 1.221  0.096
14 H 2.346 -1.437 0.227  0.099
15 O -2.926 0.433 -1.717  -0.030
16 H -3.187 -0.466 -1.908  0.038
17 H -2.786 0.880 -2.524  0.015

Computed properties:
2S+1: 1
SMILES: C1CCNC1.O
M in Da: 89.138
Kohn-Sham gap in Ha: 0.3266



(3)
C4H11NO in the gas phase, computed with the ωB97M-V functional and the def2-TZVPD basis.

Last column: Löwdin charge in e.
Positions of all 17 atoms, in Å:
1 N -1.837 1.157 -0.816  -0.018
2 C -1.736 -0.254 -0.507  -0.302
3 C -0.407 -0.583 0.247  -0.220
4 C 0.767 0.249 -0.293  -0.190
5 C 2.108 -0.323 0.292  -0.269
6 O 1.922 -0.605 1.673  -0.071
7 H -2.613 1.381 -1.425  0.064
8 H -1.988 1.672 0.043  0.072
9 H -2.538 -0.634 0.129  0.096
10 H -1.674 -0.814 -1.458  0.111
11 H -0.180 -1.653 0.152  0.111
12 H -0.669 -0.474 1.304  0.100
13 H 0.751 1.257 0.123  0.099
14 H 0.577 0.279 -1.368  0.108
15 H 2.895 0.415 0.062  0.113
16 H 2.331 -1.250 -0.251  0.110
17 H 2.293 0.178 2.092  0.086

Computed properties:
2S+1: 1
SMILES: NCCCCO
M in Da: 89.138
Kohn-Sham gap in Ha: 0.3766